Entry 1:
The following is a quantum chemistry calculation of an isolated molecule of C3H3O2P in a non-equilibrium geometry, from the Open Molecules 2025 dataset.

Properties
* HOMO (alpha / beta): -6.4 / -10.0 eV
* gap between HOMO and LUMO (alpha / beta): 6.488 / 8.451 eV
* spin multiplicity: 3

Positions of all 9 atoms, in Å:
C: -0.6034 1.1443 -0.0656
C: 1.6498 -0.6899 0.0907
C: -0.7295 -0.4001 -0.0220
O: 2.7693 -0.9796 -0.0228
O: 0.4575 -1.1835 0.1671
P: 0.7567 2.0347 0.1012
H: -1.6994 1.6210 -0.0296
H: -1.5785 -0.5987 0.7472
H: -1.0224 -0.9481 -0.9661

Atoms 1-6, force components in eV/Å:
-2.367 -1.062 0.213
-1.326 3.635 0.044
-1.646 0.296 -0.855
1.278 -2.156 -0.026
0.259 -2.373 1.183
-0.013 1.282 -0.077

Entry 2:
The following is a quantum chemistry calculation of a cluster of 2 separate species, C9H14O in total in a non-equilibrium geometry, from the Open Molecules 2025 dataset.

Properties
* HOMO: -8.7 eV
* SMILES: Cc1ccc(O)cc1.CC
* gap between HOMO and LUMO: 9.531 eV

Positions of all 24 atoms, in Å:
C: 2.4482 -1.6511 1.0967
C: 1.5566 -0.5588 0.5191
C: 0.8621 0.3853 1.3433
C: 0.2021 1.3825 0.6631
C: 0.0772 1.3995 -0.7447
O: -0.3059 2.5638 -1.3753
C: 0.7000 0.4711 -1.5349
C: 1.4545 -0.4676 -0.8449
H: 2.1727 -1.8025 2.1440
H: 3.4919 -1.4596 0.9004
H: 2.1562 -2.6403 0.6812
H: 0.7668 0.2907 2.4239
H: -0.2845 2.1943 1.2138
H: -1.2495 2.7383 -1.2912
H: 0.7090 0.5527 -2.6043
H: 1.9661 -1.1917 -1.4533
C: -2.4414 -1.9905 0.1283
C: -3.2208 -0.7367 0.5445
H: -1.7926 -1.7522 -0.7285
H: -2.1322 -2.5222 0.9893
H: -3.1041 -2.7148 -0.3401
H: -4.1819 -0.8609 0.0761
H: -2.6988 0.1834 0.2761
H: -3.2168 -0.7802 1.7055

Atoms 1-6, force components in eV/Å:
-1.861 -0.717 0.020
-0.003 0.099 1.417
0.301 -1.117 -1.547
-1.126 0.521 -0.174
1.009 1.097 0.558
-0.837 0.313 -0.231

Entry 3:
The following is a quantum chemistry calculation of an isolated molecule of C4H6N2Si in a non-equilibrium geometry, from the Open Molecules 2025 dataset.

Properties
* HOMO: -7.8 eV
* gap between HOMO and LUMO: 7.995 eV

Positions of all 13 atoms, in Å:
C: -2.1254 -0.0159 -0.0615
C: -1.3853 1.2489 0.2477
C: -1.3915 -1.1390 -0.1248
C: 0.7683 -0.2172 0.1157
N: -0.2224 1.5478 0.0138
N: -0.0238 -1.1123 0.0366
Si: 2.6212 -0.0138 -0.0229
H: -3.1471 -0.0376 -0.0782
H: -2.2056 1.9142 0.5351
H: -1.7422 -2.0870 -0.5334
H: 2.7428 0.8663 -1.2339
H: 2.9573 -1.3191 -0.2371
H: 3.1536 0.3647 1.3429

Atoms 1-6, force components in eV/Å:
4.429 -1.279 1.184
-4.419 -1.010 -0.421
-1.107 0.175 -1.450
-1.429 4.396 -0.753
4.320 -1.361 0.703
-0.089 -2.510 0.324

Entry 4:
The following is a quantum chemistry calculation of a structure of composition C27H27Cl6N6O4V in a non-equilibrium geometry, from the Open Molecules 2025 dataset.

Properties
* HOMO (alpha / beta): -11.0 / -11.0 eV
* net charge: +1
* gap between HOMO and LUMO (alpha / beta): 6.673 / 7.028 eV
* spin multiplicity: 2

Positions of all 71 atoms, in Å:
O: 2.9396 0.4180 1.0422
V: 1.6784 0.8998 1.8463
N: -0.2969 0.4465 -0.8439
O: 0.3130 0.3989 0.3057
O: -1.5310 0.3449 -0.8409
O: 0.3761 0.6439 -1.8572
N: 1.3665 -0.9320 2.9774
C: 2.3115 -1.5237 3.6925
C: 2.1797 -2.8295 4.1220
C: 1.0836 -3.5720 3.7388
C: 0.0849 -2.9357 3.0278
C: 0.2599 -1.6045 2.7022
H: 3.2594 -1.0307 3.8703
H: 2.9227 -3.2293 4.8000
H: 0.9761 -4.6099 4.0246
H: -0.8515 -3.4274 2.8091
H: -0.5021 -1.1342 2.0869
N: -1.5750 -2.6368 -4.9567
C: -1.3584 -1.5509 -4.2475
C: -2.0347 -0.3620 -4.4318
C: -2.9934 -0.2948 -5.4289
C: -3.2759 -1.4445 -6.1394
C: -2.5745 -2.5976 -5.8235
H: -0.5391 -1.5490 -3.5442
H: -1.7900 0.5267 -3.8739
H: -3.5050 0.6362 -5.6402
H: -3.8998 -1.3796 -7.0231
H: -2.7719 -3.5476 -6.3079
N: -0.1420 1.7772 2.8844
C: -1.1244 2.4210 2.2546
C: -2.2303 2.9298 2.8861
C: -2.3324 2.7527 4.2482
C: -1.3099 2.0945 4.9232
C: -0.2424 1.6342 4.2086
H: -0.9876 2.5355 1.1854
H: -3.0461 3.3160 2.2917
H: -3.1729 3.0471 4.8644
H: -1.4504 1.8370 5.9627
H: 0.5562 1.0863 4.6963
N: 2.5946 -2.3014 -0.2138
C: 2.1017 -2.5026 -1.4417
C: 2.0361 -3.7428 -2.0234
C: 2.4757 -4.8304 -1.2964
C: 2.9632 -4.6575 -0.0133
C: 3.0306 -3.3575 0.4578
H: 1.7905 -1.5551 -1.8676
H: 1.5969 -3.9025 -2.9995
H: 2.4817 -5.8512 -1.6624
H: 3.2345 -5.5101 0.5923
H: 3.4008 -3.1452 1.4613
N: 1.7769 2.9240 1.0149
C: 1.8670 3.0669 -0.3167
C: 1.9051 4.2765 -0.9471
C: 1.7719 5.4084 -0.1721
C: 1.7210 5.2996 1.2158
C: 1.8373 4.0439 1.7401
H: 1.9129 2.1326 -0.8694
H: 1.9816 4.3423 -2.0203
H: 1.8166 6.3933 -0.6227
H: 1.7248 6.1922 1.8211
H: 1.7829 3.8837 2.8158
C: -1.6879 3.5986 -2.7281
Cl: -2.7875 3.1485 -4.0321
Cl: -2.4333 3.4875 -1.1335
Cl: -1.1081 5.2559 -3.0033
H: -0.8066 2.9755 -2.7828
C: -2.7686 -2.4781 -0.3853
Cl: -3.8085 -3.8732 -0.5824
Cl: -1.0656 -2.9122 -0.4540
Cl: -3.1891 -1.6247 1.1178
H: -2.9190 -1.7396 -1.1615

Atoms 1-6, force components in eV/Å:
-0.816 0.846 1.615
0.122 -1.011 -3.684
-0.591 0.685 -0.241
-0.013 -0.072 1.103
1.560 -0.080 0.026
-0.370 -0.215 0.605

Entry 5:
The following is a quantum chemistry calculation of a structure of composition C5H9NS in a non-equilibrium geometry, from the Open Molecules 2025 dataset.

Properties
* HOMO (alpha / beta): -8.0 / -7.9 eV
* gap between HOMO and LUMO (alpha / beta): 8.258 / 8.169 eV

Positions of all 16 atoms, in Å:
C: -0.8410 -0.4666 0.3738
C: -1.0900 0.9573 0.1458
C: -0.2107 2.1116 -0.2721
C: 1.7012 -1.1836 0.3308
C: 0.2699 -1.1753 -0.3834
N: -2.7472 0.8442 -0.2404
S: -2.5988 -0.7918 0.0373
H: -0.9081 -0.7766 1.4564
H: 0.4351 2.6441 0.4548
H: -1.0089 2.8359 -0.4536
H: 0.2873 1.7365 -1.1790
H: 2.3353 -1.9681 -0.2021
H: 1.6004 -1.4999 1.2934
H: 2.2263 -0.3085 0.4224
H: 0.1429 -2.2790 -0.4196
H: 0.4063 -0.6800 -1.3645

Atoms 1-6, force components in eV/Å:
-0.773 -1.248 1.218
-4.997 0.765 -1.153
-1.690 -0.482 0.323
-1.175 -2.091 -3.233
2.009 -0.170 0.567
6.751 0.917 1.752

Entry 6:
The following is a quantum chemistry calculation of the ion CH3N2O2 with charge +1 in a non-equilibrium geometry, from the Open Molecules 2025 dataset.

Properties
* HOMO (alpha / beta): -16.5 / -16.5 eV
* net charge: +1
* SMILES: O=[NH+]/C=[NH+]\[O-]
* gap between HOMO and LUMO (alpha / beta): 8.617 / 8.513 eV

Positions of all 8 atoms, in Å:
O: -1.0970 -1.7178 -0.6607
N: -0.7809 -0.5682 -0.8440
C: -0.0748 0.3452 -0.1181
N: 0.7690 0.1876 0.9740
O: 0.9697 -0.6478 1.8041
H: -1.1735 -0.0645 -1.8147
H: -0.0014 1.3081 -0.4171
H: 1.3889 1.1574 1.0765

Atoms 1-6, force components in eV/Å:
0.811 0.534 0.494
-1.430 1.927 -2.360
0.789 -3.543 1.799
1.139 3.031 0.064
-0.531 -0.624 -0.750
0.985 -1.436 2.557

Asked for energy relative to the best compared isomer or geometry (same formula, charge and spin) across the records above, the calculation gives 17.5 26.6 107.5 0.0 104.8 95.8 kcal per mole in order.